Model P:
19
Properties=species:S:1:pos:R:3:nbo_charge:R:1 method="wB97M-V/def2-TZVPD" gap_ev=9.86 homo_energy_ha=-0.3425 lumo_energy_ev=0.54 multiplicity=1
C 2.639 0.722 -1.151 -0.6227
C 1.148 0.533 -0.956 -0.2638
N 1.027 -0.289 0.272 -0.4738
C 0.357 -1.337 0.442 0.2729
N -0.565 -1.864 -0.479 -0.9003
H 3.286 -0.082 -0.822 0.2286
H 3.030 1.533 -0.498 0.2147
H 2.985 1.112 -2.111 0.2102
H 0.739 -0.085 -1.777 0.1624
H 0.538 1.411 -0.727 0.2121
H 0.314 -1.803 1.416 0.1819
H -0.590 -2.153 -1.439 0.4020
H -1.143 -2.589 -0.061 0.3776
O -1.523 1.319 2.401 -0.9525
H -1.690 0.811 1.597 0.4857
H -1.106 2.129 2.096 0.4631
O -2.255 0.540 -0.405 -0.9713
H -1.359 0.340 -0.704 0.4889
H -2.931 0.315 -1.041 0.4843



Model Q:
19
Properties=species:S:1:pos:R:3:nbo_charge:R:1 method="wB97M-V/def2-TZVPD" gap_ev=9.96 homo_energy_ha=-0.3365 lumo_energy_ev=0.81 multiplicity=1
N 0.543 1.645 -0.298 -0.8542
C -0.341 0.985 -1.275 -0.0473
N -1.326 0.089 -0.678 -0.6263
C -0.882 -1.089 0.077 -0.2664
C -0.828 -0.881 1.597 -0.0707
O 0.310 -0.238 2.120 -0.7206
H 0.898 2.475 -0.738 0.3636
H -0.045 1.939 0.476 0.3790
H 0.279 0.554 -2.056 0.1462
H -0.959 1.724 -1.768 0.1631
H -1.800 -0.260 -1.493 0.3585
H 0.073 -1.476 -0.273 0.1918
H -1.657 -1.845 -0.082 0.1981
H -0.948 -1.832 2.094 0.1570
H -1.721 -0.291 1.859 0.1786
H 1.081 -0.761 1.881 0.4776
O 2.496 -0.493 -0.199 -0.9884
H 1.829 0.213 -0.244 0.4961
H 3.000 -0.458 -1.000 0.4643



Model R:
19
Properties=species:S:1:pos:R:3:nbo_charge:R:1 method="wB97M-V/def2-TZVPD" gap_ev=9.68 homo_energy_ha=-0.3240 lumo_energy_ev=0.87 multiplicity=1
C 1.718 -0.546 1.003 -0.4234
N 0.759 -0.950 -0.010 -0.1961
C 1.306 -1.956 -0.903 -0.4250
O -0.384 -1.509 0.651 -0.6354
H 2.078 -1.393 1.600 0.1743
H 1.233 0.168 1.667 0.2034
H 2.561 -0.067 0.509 0.1993
H 0.527 -2.251 -1.604 0.2077
H 2.140 -1.517 -1.447 0.1984
H 1.655 -2.847 -0.368 0.1741
H -1.119 -0.888 0.361 0.4984
N -1.607 0.614 -0.597 -0.8735
C -1.686 1.782 0.225 0.0923
O -1.287 2.935 -0.507 -0.7401
H -0.617 0.471 -0.912 0.4006
H -2.212 0.708 -1.405 0.3731
H -2.718 1.899 0.586 0.1514
H -1.022 1.639 1.089 0.1521
H -1.325 3.709 0.061 0.4684



Model S:
19
Properties=species:S:1:pos:R:3:nbo_charge:R:1 method="wB97M-V/def2-TZVPD" gap_ev=10.32 homo_energy_ha=-0.3422 lumo_energy_ev=1.01 multiplicity=1
C 1.774 1.158 -0.644 -0.2595
O 1.844 -0.148 -0.094 -0.6298
C 1.144 -1.385 -0.931 0.1043
N 0.652 -1.989 0.216 -0.9257
H 0.740 1.423 -0.883 0.1771
H 2.373 1.231 -1.556 0.1698
H 2.210 1.849 0.081 0.1919
H 1.927 -1.900 -1.494 0.1842
H 0.377 -0.858 -1.504 0.1784
H 1.317 -2.659 0.591 0.3598
H 0.924 -0.906 0.733 0.4529
C -1.756 1.492 1.023 -0.2433
O -1.474 0.457 0.098 -0.4505
N -2.202 -0.732 0.480 -0.5462
H -1.169 2.351 0.696 0.1819
H -2.818 1.758 1.023 0.1702
H -1.469 1.202 2.039 0.1758
H -2.885 -0.867 -0.264 0.3313
H -1.509 -1.478 0.390 0.3773



Which one sits at the bottom of the stability order? model S does.



Model P:
19
Properties=species:S:1:pos:R:3:nbo_charge:R:1 method="wB97M-V/def2-TZVPD" gap_ev=9.55 homo_energy_ha=-0.3206 lumo_energy_ev=0.83 multiplicity=1
N -0.369 2.035 -1.388 -0.8809
C -0.037 1.734 -0.025 -0.2072
C -0.078 0.246 0.336 -0.0851
N 0.360 0.099 1.707 -0.8557
C -1.504 -0.264 0.226 -0.0621
O -1.593 -1.587 0.755 -0.7387
H 0.170 1.693 -2.159 0.3738
H -1.286 2.353 -1.640 0.3749
H -0.719 2.281 0.634 0.1956
H 0.954 2.144 0.211 0.1779
H 0.531 -0.268 -0.422 0.1582
H 0.506 -0.864 1.965 0.3779
H 1.137 0.684 1.966 0.3641
H -2.199 0.387 0.761 0.1616
H -1.814 -0.284 -0.824 0.1704
H -2.230 -1.598 1.475 0.4747
O 2.886 -2.578 -1.126 -0.9390
H 3.321 -3.442 -1.105 0.4689
H 1.965 -2.772 -1.346 0.4707



Model Q:
19
Properties=species:S:1:pos:R:3:nbo_charge:R:1 method="wB97M-V/def2-TZVPD" gap_ev=9.07 homo_energy_ha=-0.3194 lumo_energy_ev=0.37 multiplicity=1
N 1.605 -0.660 -1.137 -0.8697
C 0.551 0.197 -1.692 -0.0394
N -0.801 -0.363 -1.552 -0.6310
C -1.532 -0.058 -0.314 -0.2496
C -1.361 -1.016 0.871 -0.0814
O -0.064 -0.910 1.462 -0.7454
H 2.444 -0.088 -1.050 0.3463
H 1.413 -1.008 -0.212 0.3786
H 0.516 1.195 -1.243 0.1472
H 0.776 0.270 -2.754 0.1736
H -0.709 -1.370 -1.645 0.3571
H -1.269 0.923 0.092 0.1826
H -2.576 0.027 -0.621 0.1976
H -2.141 -0.783 1.605 0.1612
H -1.473 -2.068 0.607 0.1755
H 0.063 0.043 1.639 0.4868
O 1.210 1.666 1.937 -0.9516
H 1.299 2.575 1.678 0.4800
H 2.047 1.430 2.330 0.4814



Model R:
19
Properties=species:S:1:pos:R:3:nbo_charge:R:1 method="wB97M-V/def2-TZVPD" gap_ev=5.42 homo_energy_ha=-0.2979 lumo_energy_ev=-2.68 multiplicity=1
C 1.918 0.057 1.431 -0.7743
C 0.636 0.238 0.701 0.4173
C 0.549 0.036 -0.699 0.1102
N -0.611 0.237 -1.311 -0.5612
N -0.448 0.606 1.363 -0.6227
H 1.829 -0.724 2.184 0.2421
H 2.263 0.996 1.855 0.2522
H 2.670 -0.206 0.643 0.3644
H 1.482 -0.272 -1.248 0.3430
H -1.452 -0.087 -0.763 0.4360
H -0.604 -0.089 -2.270 0.4017
H -1.306 0.113 0.980 0.4583
H -0.293 0.564 2.364 0.3987
H 3.859 -0.887 -1.469 0.4467
H -3.909 0.720 -1.380 0.0266
O 3.073 -0.641 -0.973 -1.2324
H -4.422 1.110 -1.763 -0.0335
H -2.875 -1.243 0.358 0.4835
O -2.358 -0.529 -0.002 -1.1564



Which one sits at the bottom of the stability order? model R does.



Model P:
19
Properties=species:S:1:pos:R:3:nbo_charge:R:1 method="wB97M-V/def2-TZVPD" gap_ev=9.64 homo_energy_ha=-0.3369 lumo_energy_ev=0.48 multiplicity=1
C -0.133 -1.442 -1.079 -0.6323
C -0.349 0.098 -1.004 -0.2351
N -1.335 0.505 0.154 -0.5565
C -0.829 0.910 1.280 0.2979
N 0.344 1.558 1.310 -0.8325
H -0.960 -2.182 -1.269 0.2303
H 0.403 -1.846 -0.290 0.2064
H 0.571 -1.606 -1.928 0.2077
H -0.886 0.426 -1.944 0.2032
H 0.608 0.513 -0.983 0.1815
H -1.142 0.671 2.350 0.1617
H 0.202 2.349 0.666 0.3959
H 0.724 1.793 2.186 0.3806
O 4.623 0.671 -0.864 -0.9306
H 4.202 0.047 -1.508 0.4669
H 3.935 0.756 -0.214 0.4642
O -2.977 -1.908 0.414 -0.9740
H -2.416 -1.280 0.049 0.4922
H -3.603 -1.576 1.058 0.4722



Model Q:
19
Properties=species:S:1:pos:R:3:nbo_charge:R:1 method="wB97M-V/def2-TZVPD" gap_ev=9.46 homo_energy_ha=-0.3175 lumo_energy_ev=0.82 multiplicity=1
N -0.965 -1.249 -0.701 -0.8608
C 0.036 -1.754 0.274 -0.0809
N -0.035 -1.329 1.601 -0.6444
C 0.198 0.078 1.864 -0.2638
C -0.260 1.508 1.110 -0.0832
O 0.151 1.542 -0.265 -0.7267
H -1.949 -1.332 -0.332 0.3321
H -0.920 -0.149 -0.644 0.3706
H 0.925 -1.642 -0.302 0.1887
H 0.023 -2.860 0.281 0.1838
H -0.744 -1.832 2.160 0.3832
H 1.303 0.280 2.091 0.1729
H -0.328 0.267 2.851 0.2038
H 0.218 2.367 1.572 0.1789
H -1.354 1.629 1.210 0.1732
H 1.017 1.132 -0.205 0.4717
O 0.899 0.869 -3.204 -0.9333
H 0.225 0.292 -3.668 0.4687
H 0.345 1.616 -3.048 0.4657



Model R:
19
Properties=species:S:1:pos:R:3:nbo_charge:R:1 method="wB97M-V/def2-TZVPD" gap_ev=8.46 homo_energy_ha=-0.2767 lumo_energy_ev=0.93 multiplicity=1
C 0.479 -0.085 -1.196 -0.6314
C -0.196 0.804 -2.250 0.1035
N 0.088 2.190 -2.148 -0.8449
C -1.178 0.194 -2.936 -0.0910
N -2.049 0.955 -3.795 -0.8319
H 1.511 -0.300 -1.474 0.2237
H -0.023 -1.034 -1.017 0.2147
H 0.160 0.540 -0.327 0.1953
H -0.313 2.716 -2.910 0.3747
H -0.079 2.366 -1.167 0.3815
H -1.522 -0.807 -2.719 0.1967
H -2.340 0.611 -4.702 0.3721
H -1.555 1.811 -4.000 0.3369
O -1.804 0.471 6.664 -0.9307
H -1.469 1.175 6.084 0.4659
H -2.717 0.730 6.791 0.4648
O 4.401 -3.813 3.996 -0.9244
H 4.463 -4.779 4.041 0.4623
H 4.141 -3.746 3.066 0.4622



Which one sits at the bottom of the stability order? model Q does.



Model P:
9
Properties=species:S:1:pos:R:3:nbo_charge:R:1 method="wB97M-V/def2-TZVPD" gap_ev=7.14 total_charge=-1 homo_energy_ha=-0.1501 lumo_energy_ev=3.05 multiplicity=1
C -0.910 -0.304 0.405 -0.9203
O 1.383 -1.861 0.275 -1.1047
O 1.089 -0.276 -1.633 -1.1032
P 1.015 -0.481 -0.192 2.0712
S 3.588 0.704 0.369 -0.7235
H -1.534 0.203 -0.420 0.2202
H -1.059 0.422 1.316 0.2133
H -1.249 -1.276 0.570 0.2226
H 4.024 -0.029 -0.701 0.1242



Model Q:
9
Properties=species:S:1:pos:R:3:nbo_charge:R:1 method="wB97M-V/def2-TZVPD" gap_ev="7.65 / 6.81" total_charge=-1 homo_energy_ha="-0.1583 / -0.1240" lumo_energy_ev="3.34 / 3.44" multiplicity=1
C -0.179 0.606 0.581 -0.6263
O -1.248 -0.150 -3.395 -1.0921
O 0.451 -1.701 -2.411 -1.0139
P -0.104 0.026 -2.463 1.5541
S 1.468 1.120 -2.971 -0.7596
H -0.489 1.625 0.598 0.1574
H -0.907 -0.086 0.957 0.1666
H 0.801 0.535 0.617 0.1549
H 1.229 -1.770 -1.875 0.4588



Which one sits at the bottom of the stability order? model Q does.